[1]
C15H27N2O4P2Ti as an isolated structure in a non-equilibrium geometry, computed with ωB97M-V with the def2-TZVPD basis set.

Calculated values
Energy above the lowest of the compared OMol25 structures with the same formula, charge and spin ... 547.8 kJ/mol
Orbital gap (spin up / spin down) ... 0.194 / 0.190 Ha
Total energy ... -2530.0485 a.u.
2S+1 ... 3
HOMO (spin up / spin down) ... -0.303 / -0.299 hartree
LUMO energy (spin up / spin down) ... -2.9710 / -2.9656 eV
Net charge ... +1

```
51
Properties=species:S:1:pos:R:3:forces:R:3
Ti 0.06209 1.43967 0.13357 -2.412 -0.738 -0.815
P 1.59504 2.30182 -1.38255 1.046 0.033 -1.057
P -2.74784 -1.88636 0.33016 -3.336 0.302 -2.515
O -0.59241 -1.22075 -5.97119 1.849 0.223 -0.430
O 0.86226 -0.54750 3.41323 0.122 1.275 0.090
O -2.97774 -0.69038 -0.93673 5.032 6.222 0.548
O -0.41465 3.10829 1.16816 0.605 0.748 2.478
N 0.52065 1.30148 2.06325 0.175 0.297 1.489
N 0.71151 -0.49678 -0.37216 0.327 -0.624 -0.380
C 0.06002 2.56647 2.24622 -0.623 -1.156 -2.296
C 1.88273 -2.92974 -0.91825 -0.402 0.473 -0.010
C 0.74807 0.65545 3.29387 -0.373 -0.086 -0.461
C 0.11445 2.99632 3.64739 0.007 0.740 0.899
C -1.06626 -1.51598 1.00541 0.026 -0.397 0.330
C 1.86097 -0.54463 -1.08448 -0.510 0.125 -0.108
C 0.69096 1.76173 4.34402 0.332 -0.412 0.857
C 0.12031 -1.63768 0.08412 0.835 0.727 0.344
C 1.19224 2.86170 -3.07929 -0.265 0.247 -0.214
C 2.82189 3.47636 -0.72221 0.118 0.470 0.156
C -2.76304 -3.52630 -0.33008 0.952 -1.577 0.972
C 2.44889 -1.75058 -1.38317 0.256 -0.661 -0.137
C -3.90689 -1.66293 1.67768 0.523 -0.162 1.036
C 0.70937 -2.86333 -0.17349 -0.220 -0.366 -0.080
C 2.52266 0.71530 -1.63679 -0.030 0.587 2.959
H -2.74164 -4.09986 0.60257 0.301 -1.048 -0.298
H -1.06402 -0.60844 1.63366 0.124 -0.287 -0.508
H 3.33378 -1.74941 -2.00690 0.051 -0.143 0.130
H -1.19516 -1.76319 -5.50288 -1.177 -0.754 0.684
H -1.89067 -3.73029 -0.95557 -0.035 -0.225 0.128
H 3.62808 2.95053 -0.19287 -0.259 0.114 -0.148
H -3.11315 0.10333 -0.31440 0.194 0.175 -1.420
H 1.71976 1.95579 4.68168 -0.301 -0.171 0.045
H -3.69851 -3.72412 -0.86759 0.664 0.084 0.265
H 0.22101 -3.76306 0.20221 0.284 0.190 -0.069
H 2.29701 4.11539 0.00287 0.246 -0.081 -0.224
H 0.10147 1.43172 5.20739 0.234 0.094 -0.163
H -3.76177 -1.68959 -0.66898 -4.579 -3.335 0.750
H 3.25664 4.11769 -1.50240 -0.089 -0.257 0.218
H 3.52173 0.85158 -1.17681 -0.451 -0.277 -0.199
H 0.26581 3.45141 -3.00536 0.316 -0.117 -0.181
H -3.40774 -1.16432 2.52631 -0.370 -0.123 0.090
H 0.24340 -1.72937 -5.90949 -0.655 0.541 -0.234
H 2.32513 -3.88288 -1.14991 0.123 -0.164 0.002
H -4.87281 -1.18286 1.42749 0.913 -0.202 -0.031
H 1.96862 3.49278 -3.54225 -0.200 -0.341 0.247
H -0.88398 3.27164 4.02968 0.388 -0.006 -0.306
H -1.02695 -2.34886 1.74286 0.323 0.374 -0.234
H 2.65568 0.62222 -2.64443 0.542 -0.553 -2.788
H -4.09885 -2.70772 1.94197 -0.292 0.110 0.393
H 0.77520 3.87177 3.75430 -0.371 -0.172 -0.065
H 0.98665 1.99647 -3.72987 0.043 0.289 0.262
```
Forces are in eV/Å.

Atom charges from the Löwdin analysis, given in e for atoms 1 to 8: atom 1 (Ti): 0.789, atom 2 (P): 0.810, atom 3 (P): 0.655, atom 4 (O): -0.054, atom 5 (O): 0.095, atom 6 (O): -0.274, atom 7 (O): -0.123, atom 8 (N): 0.007


[2]
C14H27N5O in the gas phase in a non-equilibrium geometry, computed with ωB97M-V with the def2-TZVPD basis set.

Calculated values
Energy above the lowest of the compared OMol25 structures with the same formula, charge and spin ... 11.6 kJ/mol
Orbital gap ... 0.343 Ha
Total energy ... -898.6193 a.u.
HOMO ... -0.315 hartree
LUMO energy ... 0.7684 eV

```
47
Properties=species:S:1:pos:R:3:forces:R:3
O -1.24465 -0.71770 -2.07853 -0.109 -0.082 -0.266
N 2.48804 0.54676 0.12305 -0.011 0.148 0.116
N -0.69105 -0.19109 0.03511 -0.248 -0.039 0.242
N 0.59568 -3.23461 0.59762 0.564 0.006 -0.293
N -1.66224 -2.83668 0.74977 -2.212 -0.754 1.108
N -0.49537 -2.95555 0.58204 1.706 -0.217 -0.095
C 3.48151 1.47064 -0.39981 0.231 -0.182 -0.065
C 0.23532 0.24386 1.07074 0.362 0.227 0.088
C 2.16967 -0.54898 -0.77616 -0.091 -0.092 -0.063
C -0.38494 -0.39878 -1.27192 0.321 0.093 -0.233
C 5.23241 0.66955 1.22474 0.046 -0.054 -0.234
C 1.30488 1.22668 0.60599 0.002 -0.038 0.203
C -2.75508 2.04067 0.20282 -0.336 -0.068 -0.001
C 4.89867 0.91793 -0.23991 -0.175 0.149 0.171
C -2.07219 -0.42162 0.47114 -0.590 -0.214 -0.335
C 1.04173 -0.24114 -1.76441 0.258 -0.062 0.002
C -3.04970 0.57969 -0.15667 0.357 0.150 0.082
C -3.50646 2.96416 -0.75418 0.278 -0.094 0.117
C -2.53040 -1.86315 0.16650 -0.023 0.828 -0.568
C -3.14839 2.35957 1.64387 0.234 -0.022 -0.213
H 4.99934 -0.01567 -0.79510 0.043 0.004 -0.116
H 1.60835 1.83122 1.46700 -0.086 0.026 -0.087
H 0.72663 -0.61615 1.54134 -0.040 0.060 0.081
H -4.06077 0.32550 0.16692 -0.126 -0.007 0.022
H 3.29713 1.72087 -1.45839 -0.066 0.072 0.048
H 3.07080 -0.79247 -1.33990 -0.042 -0.066 0.035
H 5.20900 1.60168 1.78489 0.010 0.103 0.124
H 1.11680 -0.91108 -2.62381 -0.109 0.090 0.065
H -3.51505 -2.02691 0.60756 0.124 0.037 -0.035
H -0.35987 0.74679 1.83631 0.031 -0.078 -0.099
H 4.50195 -0.01024 1.65388 -0.020 -0.054 0.117
H -3.00014 0.45844 -1.23862 -0.086 -0.045 0.051
H 1.91360 -1.43631 -0.18853 0.097 0.069 -0.149
H -2.07965 -0.30784 1.55930 0.061 -0.033 -0.109
H 6.22278 0.23225 1.32329 0.099 -0.026 0.093
H -2.59261 -2.00730 -0.91686 -0.107 0.054 0.206
H 1.15180 0.77623 -2.15298 -0.027 -0.026 -0.055
H -3.30670 4.00648 -0.51586 -0.034 0.141 -0.010
H -3.20061 2.78142 -1.78146 -0.012 0.007 -0.137
H 3.40996 2.39778 0.17480 -0.028 0.034 -0.044
H -4.57840 2.79443 -0.67986 -0.166 -0.003 -0.005
H -1.68177 2.22178 0.08005 0.013 -0.016 -0.025
H -2.91944 3.39703 1.87694 0.001 0.105 0.096
H -2.61737 1.73112 2.35506 0.032 -0.061 0.157
H -4.21632 2.20620 1.78463 -0.147 -0.017 0.043
H 0.86306 1.91269 -0.13955 -0.001 -0.006 0.066
H 5.60051 1.63650 -0.66849 0.027 -0.049 -0.095
```
Forces are in eV/Å.

Atom charges from the Löwdin analysis, given in e for atoms 1 to 8: atom 1 (O): 0.041, atom 2 (N): -0.184, atom 3 (N): -0.015, atom 4 (N): 0.200, atom 5 (N): 0.066, atom 6 (N): -0.221, atom 7 (C): -0.220, atom 8 (C): -0.122


[3]
An isolated ion of composition C4H11N2 and charge +1 in a non-equilibrium geometry, computed with ωB97M-V with the def2-TZVPD basis set.

Calculated values
Energy above the lowest of the compared OMol25 structures with the same formula, charge and spin ... 142.7 kJ/mol
SMILES string ... CC/C(N)=C/[NH3+]
Orbital gap ... 0.348 Ha
Total energy ... -268.2505 a.u.
HOMO ... -0.483 hartree
LUMO energy ... -3.6972 eV
Net charge ... +1

```
17
Properties=species:S:1:pos:R:3:forces:R:3
N -1.33709 -0.20798 -0.91490 -0.729 -0.036 -0.031
N 1.19967 -1.67413 -1.40716 -0.648 1.542 0.462
C -0.15596 0.11472 -0.33822 -0.385 0.919 -0.319
C -0.20163 1.31616 0.59336 0.553 -0.504 -0.179
C -0.47114 0.88421 2.04783 -1.036 0.426 -0.423
C 1.02320 -0.46256 -0.53863 0.554 -0.273 0.026
H 0.36252 1.02944 2.72186 0.260 -0.397 -0.083
H 0.73548 1.85860 0.47205 0.086 -0.095 0.233
H 0.87259 -2.49121 -0.89371 0.497 -0.447 -0.233
H -0.93921 1.99676 0.19129 -0.429 0.130 0.116
H -0.89247 -0.12246 2.04154 0.475 -0.134 0.321
H -2.13075 0.38205 -0.72486 0.106 0.058 0.090
H 1.89518 -0.10621 -0.01732 0.198 -0.316 -0.212
H 0.63595 -1.56218 -2.25193 0.111 -0.198 -0.070
H 2.17631 -1.67065 -1.69097 0.076 -0.712 0.047
H -1.49077 -0.77039 -1.73453 0.370 -0.223 0.102
H -1.28189 1.48585 2.44430 -0.059 0.259 0.153
```
Forces are in eV/Å.

Atom charges from the Löwdin analysis, given in e for atoms 1 to 8: atom 1 (N): 0.151, atom 2 (N): 0.208, atom 3 (C): -0.369, atom 4 (C): -0.172, atom 5 (C): -0.063, atom 6 (C): -0.071, atom 7 (H): 0.079, atom 8 (H): 0.117


[4]
CH7N2OPSi in the gas phase in a non-equilibrium geometry, computed with ωB97M-V with the def2-TZVPD basis set.

Calculated values
Energy above the lowest of the compared OMol25 structures with the same formula, charge and spin ... 43.9 kJ/mol
SMILES string ... [H]/N=C(\N)O[SiH2]P
Orbital gap ... 0.377 Ha
Total energy ... -857.8834 a.u.
HOMO ... -0.349 hartree
LUMO energy ... 0.7699 eV

```
13
Properties=species:S:1:pos:R:3:forces:R:3
P 2.34681 0.76145 0.46198 -1.210 -1.085 3.077
Si 1.27193 -1.05055 -0.29288 -1.342 -0.435 -2.615
O -0.34141 -0.93611 0.08723 -2.136 0.438 1.229
N -2.41222 -0.06833 0.61103 -1.140 1.435 0.998
N -0.81187 1.14861 -0.57934 2.258 -1.458 0.212
C -1.17259 0.13333 0.09066 1.362 0.129 -2.164
H -2.40285 -0.80849 1.25879 -0.359 -0.987 0.931
H 1.16018 -1.64292 -1.80706 0.681 1.230 1.485
H -2.93893 0.78256 0.96646 1.195 -1.622 -0.840
H 1.97660 1.60946 -0.46694 -1.291 1.701 -1.836
H -1.44816 1.85272 -0.46182 -2.025 2.417 -0.005
H 3.38233 0.49214 -0.28343 2.894 -0.898 -1.351
H 1.39018 -2.27386 0.41533 1.114 -0.865 0.879
```
Forces are in eV/Å.

Atom charges from the Löwdin analysis, given in e for atoms 1 to 8: atom 1 (P): 0.620, atom 2 (Si): 0.372, atom 3 (O): -0.288, atom 4 (N): 0.140, atom 5 (N): 0.122, atom 6 (C): -0.650, atom 7 (H): 0.075, atom 8 (H): -0.020